(w)
Here is a 2-piece molecular cluster, H4OS2 overall from the OMol25 dataset. Energies are from ωB97M-V with the def2-TZVPD basis set.

Element x y z (Å)
S: 0.3112 1.1452 0.1231
S: 1.4604 -0.1173 1.2358
H: 0.0192 2.3107 0.7311
H: 1.9450 0.4707 2.3176
O: -3.0887 -1.9350 -2.5279
H: -2.8676 -2.8961 -2.4774
H: -2.2947 -1.5183 -2.1679

Output
**HOMO energy**: -8.632 eV
**SMILES string**: SS.O
**Kohn-Sham gap**: 8.79 eV
**Multiplicity**: 1

=====

(x)
Here is a 2-piece molecular cluster, H4OS2 overall from the OMol25 dataset. Energies are from ωB97M-V with the def2-TZVPD basis set.

Element x y z (Å)
S: -1.0487 2.4010 -0.3622
S: -0.8847 2.4154 1.7262
H: -2.2285 1.7489 -0.4121
H: -1.0364 1.0976 1.7560
O: 3.3872 -8.0688 -2.4070
H: 3.1866 -7.3613 -2.9951
H: 3.1012 -7.7256 -1.5575

Output
**HOMO energy**: -9.112 eV
**SMILES string**: SS.O
**Kohn-Sham gap**: 9.32 eV
**Multiplicity**: 1

=====

Which of them is the least stable? Correct choice: (w).

=====

(w)
Here is one molecule with the formula C4H5ClOS from the OMol25 dataset. Energies are from ωB97M-V with the def2-TZVPD basis set.

Element x y z (Å)
S: -2.2086 -1.4019 -0.1994
C: -1.0895 -0.2724 -0.1783
C: -1.0954 1.2363 0.1495
O: 0.2922 1.3410 -0.2838
C: 0.3885 -0.0324 -0.5518
C: 1.2089 -0.9000 0.3820
Cl: 2.8765 -0.7433 -0.2052
H: -1.2251 1.5181 1.1771
H: -1.7697 1.8134 -0.5005
H: 0.6241 -0.1276 -1.6399
H: 0.8744 -1.9683 0.4032
H: 1.1238 -0.4628 1.4472

Output
**HOMO energy**: -9.122 eV
**SMILES string**: S=C1CO[C@H]1CCl
**Kohn-Sham gap**: 8.52 eV
**Multiplicity**: 1

=====

(x)
Here is one molecule with the formula C4H5ClOS from the OMol25 dataset. Energies are from ωB97M-V with the def2-TZVPD basis set.

Element x y z (Å)
S: -2.9683 0.4695 -0.1284
C: -1.3946 0.0321 -0.1619
O: -0.7900 -0.9534 -0.8219
C: 0.5656 -1.0234 -0.6486
C: 0.9180 -0.0995 0.5386
C: -0.2902 0.7885 0.4676
Cl: -0.0250 2.2481 -0.5850
H: 1.1091 -0.6808 -1.5859
H: 0.8210 -2.0203 -0.4754
H: 1.8722 0.4827 0.3836
H: 0.8094 -0.5064 1.5910
H: -0.6272 1.2628 1.4264

Output
**HOMO energy**: -9.004 eV
**SMILES string**: S=C1OCC[C@H]1Cl
**Kohn-Sham gap**: 8.93 eV
**Multiplicity**: 1

=====

Which of them is the least stable? Correct choice: (w).

=====

(w)
Here is one molecule with the formula C2H5NO4S from the OMol25 dataset. Energies are from ωB97M-V with the def2-TZVPD basis set.

Element x y z (Å)
N: 1.1970 -1.1480 -0.1608
C: 0.8475 -0.0140 0.5969
C: 0.4997 1.2302 -0.2995
O: -0.9029 1.2955 -0.4752
S: -1.5798 -0.1114 -0.1159
O: -1.3549 -1.1129 -1.0334
O: -2.8609 0.2230 0.3303
O: -0.6444 -0.4095 1.1362
H: 1.1684 -1.8711 0.4791
H: 0.5463 -1.3459 -0.9555
H: 1.5429 0.1107 1.3963
H: 0.5974 2.1778 0.3677
H: 0.9435 0.9756 -1.2661

Output
**HOMO energy**: -10.594 eV
**SMILES string**: N[C@H]1COS(=O)(=O)O1
**Kohn-Sham gap**: 11.28 eV
**Multiplicity**: 1

=====

(x)
Here is a 2-piece molecular cluster, C2H5NO4S overall from the OMol25 dataset. Energies are from ωB97M-V with the def2-TZVPD basis set.

Element x y z (Å)
C: -0.7717 0.9832 1.8886
C: 0.1440 -1.4202 -1.0022
N: 1.4063 -1.0652 -0.5198
O: -0.1916 -1.1648 -2.2963
O: -0.2197 2.0968 1.4491
O: -0.3326 1.1900 -1.1347
O: -1.3347 0.1254 1.2669
S: -1.0171 -0.0805 -1.2044
H: -0.5672 0.8968 3.0312
H: -0.3195 -2.2911 -0.6222
H: -0.4900 2.4326 0.5546
H: 1.5189 -0.0277 -0.6638
H: 2.1749 -1.6753 -0.7471

Output
**HOMO energy**: -9.474 eV
**Kohn-Sham gap**: 10.24 eV
**Multiplicity**: 1

=====

Which of them is the least stable? Correct choice: (w).